# 1
Formula: C54H55N2OP2PbSSi
Source: the OMol25 dataset
Level of theory: the ωB97M-V functional and the def2-TZVPD basis

DFT total energy: -3838.60265 Eh
Kohn-Sham gap (spin up / spin down): 3.741 / 3.741 eV
charge: -1
HOMO level (spin up / spin down): -1.6 / -1.6 eV
energy relative to the best compared isomer or geometry (same formula, charge and spin): 1.019 eV

Element x y z (Å)
1 H -2.061 -4.687 -1.512
2 H -1.285 -4.935 0.911
3 C -2.432 -2.045 0.521
4 C -0.989 3.352 3.767
5 H 2.347 -1.618 -3.328
6 C -1.367 -4.739 -2.345
7 H -2.403 -2.584 5.141
8 H 1.258 -4.712 4.500
9 C 0.399 -4.880 -4.466
10 C 4.504 3.635 -2.823
11 C 0.220 -1.778 3.157
12 C -0.202 -5.026 0.808
13 H 2.704 -4.005 0.763
14 H 0.539 7.685 -1.322
15 H 1.340 2.569 -3.664
16 S 3.113 -0.016 -0.515
17 C 1.012 -2.896 3.403
18 H -1.656 -0.830 3.613
19 C 2.758 2.600 -1.485
20 C 0.607 -3.870 4.302
21 H -0.357 2.783 -5.422
22 C 2.542 6.219 0.969
23 C -0.021 -4.433 -2.119
24 C 1.013 6.905 -0.737
25 C 0.268 2.910 4.157
26 C 0.678 5.580 -0.974
27 H 4.669 -0.565 4.850
28 H 0.842 3.490 4.870
29 H -0.055 5.357 -1.736
30 C 4.804 0.293 1.600
31 H 1.957 -3.009 2.885
32 C -2.324 3.281 -2.718
33 C 2.387 -4.075 -0.282
34 C -4.926 0.926 2.247
35 H -3.250 -0.682 -1.841
36 C 3.670 1.587 -1.144
37 C 4.332 -0.363 3.841
38 C 2.204 4.898 0.738
39 O 4.197 -0.919 -0.997
40 H 2.242 8.266 0.381
41 H 2.671 4.110 1.321
42 H 2.324 -0.946 4.258
43 H -0.282 -1.226 -4.158
44 C 0.791 1.736 3.637
45 P 1.136 2.737 -0.635
46 H -1.393 4.273 4.168
47 H 6.438 2.689 -2.774
48 H 1.772 1.409 3.949
49 C -1.014 -1.682 3.795
50 C -1.432 -2.672 4.669
51 C -1.962 3.157 -4.051
52 C 0.065 0.984 2.715
53 H 0.462 -0.033 -3.299
54 H -1.758 0.857 1.597
55 C 0.851 -4.521 -3.204
56 C 4.982 1.640 -1.603
57 C 1.961 7.233 0.221
58 H -1.304 -5.412 -5.663
59 H -4.623 -1.754 -2.161
60 H -4.630 1.327 3.210
61 C -4.644 -3.163 0.128
62 Pb -0.569 -1.272 -0.468
63 C 3.009 -0.568 3.510
64 H 3.276 6.464 1.727
65 C -4.262 -0.176 1.724
66 H -5.617 -3.107 -0.374
67 H 4.806 4.403 -3.524
68 C -0.622 -3.766 4.936
69 C -5.669 -0.118 -0.202
70 N 0.456 -1.028 -3.493
71 C 5.416 2.663 -2.420
72 H -3.456 -0.644 2.276
73 H 2.525 4.401 -2.621
74 H -5.992 -0.525 -1.151
75 C 2.524 -0.351 2.207
76 C 0.310 2.744 -3.386
77 H -6.459 2.403 1.926
78 H -0.944 -4.531 5.631
79 Si 0.504 -3.740 -0.422
80 C -4.599 -0.704 0.479
81 C -0.040 2.865 -2.047
82 H -7.143 1.439 -0.254
83 C -3.664 -1.674 -1.637
84 H 2.967 -3.346 -0.842
85 H 5.512 0.596 0.839
86 C -1.719 2.607 2.850
87 H -4.100 -4.031 -0.251
88 H -3.348 3.499 -2.450
89 C -0.646 2.882 -4.383
90 P 0.711 -0.530 1.906
91 H -2.705 2.945 2.552
92 H -2.991 -2.421 -2.057
93 H 6.270 0.264 3.160
94 H -1.652 3.248 -0.689
95 H 0.029 -6.041 0.473
96 C 1.282 4.549 -0.252
97 H -2.476 -2.598 1.463
98 H 5.638 0.816 -1.349
99 C -1.192 1.443 2.317
100 C 3.217 3.620 -2.331
101 C 3.484 0.063 1.245
102 H 1.898 -4.289 -3.059
103 C -0.945 -5.158 -4.672
104 H -2.706 3.282 -4.828
105 C -3.807 -1.894 -0.117
106 H 1.093 -4.929 -5.297
107 C -1.372 3.126 -1.726
108 C -6.334 0.989 0.313
109 H 2.652 -5.075 -0.642
110 H 0.230 -4.890 1.800
111 N 1.688 -1.471 -4.083
112 C -5.955 1.527 1.533
113 H -2.880 -5.312 -3.754
114 C 5.234 0.094 2.896
115 H -4.809 -3.303 1.198
116 H 2.081 -0.758 -4.692
117 C -1.828 -5.099 -3.602

Force components x, y, z for each atom (eV/Å):
H 0.0 0.1 0.0
H 0.0 0.1 0.0
C 0.5 0.0 -0.4
C 0.1 -0.1 -0.1
H 0.0 -0.1 0.1
C 0.0 -0.1 0.1
H 0.0 0.0 0.0
H 0.0 0.0 0.0
C 0.0 0.0 -0.1
C 0.3 0.0 0.0
C 0.2 -0.1 0.0
C -0.1 0.3 -0.1
H 0.0 0.0 0.0
H 0.0 0.0 0.0
H 0.0 -0.1 0.0
S 0.1 -0.1 0.1
C 0.0 0.0 0.0
H 0.0 0.0 0.0
C 0.8 0.1 0.1
C 0.1 0.0 0.0
H 0.0 0.0 0.0
C 0.1 0.1 0.1
C 0.0 0.3 0.2
C 0.0 0.1 0.0
C 0.0 0.2 0.1
C 0.0 -0.2 0.1
H 0.0 0.0 0.0
H 0.0 0.0 0.0
H 0.0 -0.1 -0.1
C 0.2 0.1 -0.1
H 0.0 0.0 0.0
C 0.0 0.0 0.0
C -0.2 0.0 -0.2
C 0.0 -0.1 0.0
H 0.0 0.0 0.0
C -0.5 0.6 -0.4
C 0.2 0.0 0.3
C -0.1 -0.2 0.0
O -0.1 -0.3 -0.2
H 0.0 0.0 0.0
H 0.0 0.0 0.0
H 0.1 0.1 0.0
H -0.1 0.0 0.1
C -0.1 -0.1 -0.1
P -0.5 0.1 -0.1
H 0.0 0.0 0.0
H 0.0 0.0 0.0
H 0.0 0.1 0.0
C 0.0 0.1 0.0
C -0.1 -0.1 0.1
C 0.0 0.0 -0.1
C 0.2 0.4 -0.2
H -0.1 0.0 0.1
H 0.0 0.0 0.0
C -0.1 0.0 0.1
C 0.2 -0.3 0.1
C -0.1 -0.1 0.0
H 0.0 0.0 0.0
H 0.0 0.0 0.0
H 0.0 0.0 0.0
C 0.1 0.1 -0.1
Pb -1.4 -0.2 -0.3
C -0.2 -0.1 -0.4
H 0.0 0.0 0.0
C -0.2 0.1 0.1
H -0.1 0.0 0.0
H 0.0 0.1 0.1
C 0.0 0.1 0.0
C 0.0 0.1 0.2
N 0.2 -0.3 -0.5
C -0.3 0.2 -0.1
H 0.1 0.0 -0.1
H 0.0 0.1 0.0
H 0.0 0.0 0.0
C 0.8 0.2 0.2
C 0.1 0.0 0.0
H 0.0 0.0 0.0
H 0.0 0.0 0.0
Si 0.5 -0.8 0.5
C -0.2 -0.2 -0.3
C 0.1 -0.1 0.1
H 0.0 0.0 0.0
C -0.3 0.0 0.0
H 0.2 0.1 -0.1
H 0.0 0.0 0.0
C -0.1 0.2 0.1
H 0.0 0.0 0.0
H -0.1 0.0 0.0
C -0.1 0.0 -0.1
P 0.1 -0.1 0.5
H 0.0 -0.1 -0.1
H 0.0 -0.1 0.0
H 0.0 0.0 0.0
H -0.1 -0.1 0.1
H 0.1 0.0 -0.1
C 0.3 0.1 -0.1
H 0.3 -0.2 -0.1
H 0.0 0.0 -0.1
C 0.0 -0.3 -0.1
C -0.2 -0.2 0.1
C -1.1 -0.1 0.7
H 0.1 0.0 -0.1
C 0.0 0.0 0.0
H 0.0 0.0 0.0
C 0.5 0.5 0.3
H 0.0 0.0 0.0
C 0.1 0.0 0.0
C 0.0 0.0 -0.1
H 0.0 0.0 0.0
H 0.0 0.0 0.0
N 0.0 0.3 -0.1
C 0.0 0.1 0.1
H 0.0 0.0 0.0
C 0.0 0.0 -0.1
H 0.0 0.0 0.0
H 0.1 0.0 0.0
C 0.0 0.0 -0.1

Results of the Löwdin charge analysis, in e, for atoms 1 through 6:
1. H 0.0813
2. H 0.0079
3. C -0.3987
4. C -0.0927
5. H 0.0440
6. C -0.1218



# 2
Formula: C3H4CsMgO3
Source: the OMol25 dataset
Level of theory: the ωB97M-V functional and the def2-TZVPD basis

DFT total energy: -562.10626 Eh
Kohn-Sham gap (spin up / spin down): 8.378 / 10.357 eV
charge: +2
multiplicity: 2
⟨S²⟩: 0.750
HOMO level (spin up / spin down): -14.6 / -18.1 eV
energy relative to the best compared isomer or geometry (same formula, charge and spin): 0.000 eV

Element x y z (Å)
1 Cs -0.416 -2.405 2.457
2 Mg -0.228 3.703 -0.983
3 H 2.118 0.895 -4.708
4 H 2.737 2.798 -2.574
5 O -0.204 0.226 -1.155
6 H 1.311 2.690 -3.943
7 O 1.170 0.014 -2.917
8 O 0.890 2.041 -2.010
9 C 2.180 0.930 -3.618
10 H 3.175 0.561 -3.345
11 C 0.505 0.662 -2.026
12 C 1.875 2.298 -3.027

Force components x, y, z for each atom (eV/Å):
Cs 0.0 -0.1 0.0
Mg 0.1 -0.4 -0.1
H -0.6 -0.3 0.3
H -0.4 0.2 -0.6
O 0.3 0.8 -1.2
H 1.1 1.1 1.8
O 1.3 0.9 -1.9
O -0.6 -0.3 0.3
C 0.7 -1.6 1.3
H -0.4 -0.2 0.1
C 0.1 0.1 2.3
C -1.5 -0.4 -2.4

Results of the natural (NBO) charge analysis, in e, for atoms 1 through 6:
1. Cs 0.9996
2. Mg 0.9841
3. H 0.2415
4. H 0.2453
5. O -0.5888
6. H 0.2263



# 3
Formula: C31H38NO2Sn
Source: the OMol25 dataset
Level of theory: the ωB97M-V functional and the def2-TZVPD basis

DFT total energy: -1623.05774 Eh
Kohn-Sham gap (spin up / spin down): 3.549 / 2.765 eV
charge: +1
HOMO level (spin up / spin down): -9.6 / -9.3 eV

Element x y z (Å)
1 H 1.079 -3.382 -5.044
2 C 0.884 -3.347 0.055
3 C 0.626 0.192 4.883
4 H 1.695 -1.737 8.118
5 C -0.312 -0.566 -6.472
6 H 0.410 0.660 -4.831
7 H -2.853 -2.202 3.009
8 H -1.154 -1.039 4.939
9 C -3.491 -1.725 0.895
10 C -2.853 -1.518 2.143
11 C -1.482 -2.721 -5.981
12 C 0.675 2.353 1.956
13 H 2.504 1.243 5.081
14 H 1.867 -1.824 -5.424
15 H 1.043 3.850 0.465
16 Sn -1.150 -1.937 -1.198
17 O 1.751 2.035 -3.191
18 C -0.472 0.062 -5.117
19 H -0.800 3.530 -1.649
20 H -1.347 -3.019 -7.036
21 C -2.491 0.351 0.832
22 H 3.208 0.000 7.125
23 C -0.198 -0.834 5.426
24 C 0.658 3.121 4.278
25 H 2.003 -1.492 -0.488
26 O -0.561 -1.191 -4.298
27 H -1.372 0.692 -5.046
28 C 0.940 3.653 1.534
29 H 1.608 -0.787 2.075
30 H 1.091 -4.037 -0.772
31 H -1.609 0.189 2.885
32 C 2.238 -0.217 6.668
33 H 0.187 -2.778 3.294
34 H -2.166 1.346 0.522
35 H -1.460 -3.610 -5.344
36 C -0.418 2.973 -2.527
37 H 1.249 5.710 2.142
38 C 1.867 0.470 5.520
39 C 1.256 -1.705 1.609
40 C 0.516 -2.756 2.247
41 C -0.436 1.457 -2.234
42 H 1.031 0.019 -2.951
43 H 1.555 3.827 -2.041
44 H -4.027 -2.639 0.619
45 H 0.592 1.523 1.248
46 H -2.413 -2.143 -5.854
47 C 1.448 -2.064 0.249
48 H 0.953 5.220 4.574
49 C 0.167 -1.496 6.587
50 H 1.171 3.921 -3.806
51 H 1.169 -2.844 -6.749
52 H -3.791 -0.358 -0.869
53 H -1.019 3.258 -3.403
54 H 0.561 2.884 5.341
55 N 0.265 0.765 3.702
56 H -0.493 -2.251 7.019
57 H -1.050 0.880 -2.935
58 C 0.200 -3.704 1.261
59 H 0.631 -0.343 -6.981
60 C -2.196 -0.250 2.077
61 C 1.034 0.997 -2.438
62 H -0.433 -4.591 1.371
63 C -3.306 -0.556 0.082
64 C 1.073 3.295 -2.904
65 C 0.552 2.046 3.346
66 C 0.894 4.422 3.837
67 C 1.048 -2.509 -5.702
68 H 1.479 0.789 -1.432
69 C 1.052 4.691 2.471
70 H -0.800 1.265 -1.222
71 C -0.316 -1.836 -5.595
72 H -1.161 -0.471 -7.157
73 C 1.401 -1.212 7.205

Force components x, y, z for each atom (eV/Å):
H 0.2 0.0 -0.1
C -1.7 -0.4 -0.7
C 0.1 0.2 -0.4
H -0.1 0.1 -0.4
C 0.0 -0.4 0.7
H -0.4 -0.3 0.1
H 0.1 0.4 -0.7
H 0.4 0.0 0.1
C 0.3 -0.6 0.4
C 0.4 0.6 -0.4
C 0.4 -0.1 0.2
C -0.2 0.1 -0.3
H -0.1 -0.4 0.2
H -0.4 -0.2 -0.2
H 0.0 0.0 0.4
Sn 0.3 0.1 1.8
O -1.7 -0.4 1.2
C -0.1 2.0 1.0
H 0.4 -0.1 -0.5
H -0.2 0.0 0.5
C 0.3 -0.2 -0.1
H -0.4 -0.1 -0.1
C -0.3 -0.4 0.0
C 0.5 0.2 0.2
H 0.2 -0.2 0.2
O 0.3 1.4 -2.0
H 0.2 -0.3 0.4
C -0.1 -0.6 0.1
H -0.1 -0.3 -0.1
H -0.2 0.4 0.3
H -0.3 -0.2 -0.6
C 0.2 -0.1 -0.3
H 0.1 0.1 -0.6
H -0.3 -0.3 0.1
H -0.4 0.0 -0.1
C 0.4 0.2 -0.6
H -0.1 -0.2 0.0
C 0.0 0.5 0.5
C -0.5 -0.7 0.0
C -0.1 0.9 -0.6
C 0.5 0.1 -0.5
H 0.4 0.6 -0.2
H 0.0 -0.5 -0.7
H 0.0 0.6 0.1
H 0.0 0.3 0.2
H 0.3 -0.5 -0.1
C 0.1 1.0 0.3
H 0.0 -0.1 -0.2
C 0.1 0.1 -0.1
H -0.1 -0.3 0.4
H 0.1 0.1 0.5
H 0.0 0.0 0.2
H -0.1 -0.3 0.4
H -0.2 0.3 -0.4
N 0.3 0.5 0.7
H 0.2 0.3 -0.2
H -0.2 0.4 0.2
C 0.2 -0.5 0.0
H -0.3 -0.1 0.2
C -0.7 -0.6 0.3
C 0.1 0.1 0.7
H 0.5 0.3 0.1
C 1.2 -0.3 -0.3
C 0.1 -0.3 0.7
C 0.3 -0.1 0.1
C -0.1 -0.7 0.3
C -0.3 -0.3 0.3
H 0.2 0.5 -0.6
C -0.1 -0.3 0.1
H 0.1 -0.1 -0.1
C 0.4 -1.4 -1.8
H 0.2 0.0 0.3
C -0.2 0.4 -0.2

Results of the Löwdin charge analysis, in e, for atoms 1 through 6:
1. H 0.0835
2. C -0.3443
3. C -0.2514
4. H 0.1252
5. C -0.0807
6. H 0.1145



# 4
Formula: C5H8N2
Source: the OMol25 dataset
Level of theory: the ωB97M-V functional and the def2-TZVPD basis

DFT total energy: -304.74340 Eh
Kohn-Sham gap (spin up / spin down): 2.347 / 8.016 eV
charge: -1
multiplicity: 2
⟨S²⟩: 0.756
HOMO level (spin up / spin down): 1.8 / -3.8 eV
energy relative to the best compared isomer or geometry (same formula, charge and spin): 1.394 eV

Element x y z (Å)
1 H -2.162 -1.361 1.319
2 H -1.419 -1.117 -1.629
3 H -2.395 -0.103 -0.537
4 C 1.064 -0.113 -0.868
5 H -0.927 1.476 0.982
6 C 1.189 1.362 0.707
7 H 1.502 2.147 1.372
8 C -1.527 -1.759 0.517
9 N 1.949 0.502 -0.004
10 N -0.145 1.065 0.495
11 C -0.285 0.161 -0.564
12 C -1.496 -0.721 -0.612
13 H 1.323 -0.914 -1.550
14 H -0.545 -2.063 0.852
15 H -2.093 -2.684 0.295

Force components x, y, z for each atom (eV/Å):
H 0.7 0.1 0.4
H -0.5 -0.5 0.2
H 0.0 -0.1 -0.3
C -0.6 -0.7 1.2
H 0.2 0.2 -0.1
C -0.1 -1.6 -0.3
H 0.2 -0.1 0.1
C -1.3 -0.5 0.3
N -0.9 1.2 -1.1
N -0.4 0.4 0.0
C 1.3 0.7 0.8
C 0.5 0.4 -0.9
H 0.4 0.3 0.0
H 0.2 0.1 0.2
H 0.3 0.2 -0.5

Results of the natural (NBO) charge analysis, in e, for atoms 1 through 6:
1. H 0.1603
2. H 0.1521
3. H 0.1694
4. C -0.1531
5. H 0.3479
6. C -0.0430